--- i ---
{
  "formula": "C5H14",
  "method": "ωB97M-V with the def2-TZVPD basis set",
  "species": ["C", "C", "C", "H", "H", "H", "H", "H", "H", "H", "H", "C", "C", "H", "H", "H", "H", "H", "H"],
  "positions_angstrom": [[0.18, -1.75, 2.08], [0.81, -0.40, 1.86], [-0.23, 0.74, 1.87], [-0.61, -1.66, 2.85], [0.89, -2.44, 2.55], [-0.32, -2.28, 1.27], [1.57, -0.19, 2.61], [1.32, -0.39, 0.89], [-0.50, 0.87, 0.81], [-1.13, 0.54, 2.44], [0.20, 1.72, 2.09], [-0.03, 1.29, -2.40], [-0.49, -0.03, -2.95], [-0.60, 1.74, -1.59], [0.88, 1.38, -1.79], [-0.06, 2.03, -3.20], [-0.24, -0.16, -4.01], [-1.58, -0.09, -2.91], [-0.07, -0.90, -2.47]],
  "lowdin_charge": [-0.14, -0.31, -0.11, 0.07, 0.07, 0.07, 0.10, 0.09, 0.05, 0.06, 0.07, -0.19, -0.17, 0.05, 0.06, 0.06, 0.06, 0.07, 0.06],
  "charge": 0,
  "smiles": "CCC.CC",
  "orbital_gap_ha": 0.4506,
  "e_lumo_ha": 0.0403
}


--- ii ---
{
  "formula": "C5H14",
  "method": "ωB97M-V with the def2-TZVPD basis set",
  "species": ["C", "C", "C", "H", "H", "H", "H", "H", "H", "H", "H", "C", "C", "H", "H", "H", "H", "H", "H"],
  "positions_angstrom": [[-0.05, 1.16, -1.82], [0.56, 1.34, -0.45], [1.38, 2.61, -0.35], [0.72, 0.84, -2.55], [-0.31, 2.10, -2.32], [-0.85, 0.44, -1.91], [-0.30, 1.37, 0.23], [1.25, 0.55, -0.14], [0.82, 3.55, -0.29], [2.10, 2.65, 0.47], [1.99, 2.68, -1.27], [-1.11, -1.99, 1.83], [-0.74, -3.00, 0.75], [-0.26, -1.48, 2.30], [-1.68, -1.15, 1.44], [-1.66, -2.41, 2.67], [-0.70, -2.53, -0.23], [-1.42, -3.85, 0.79], [0.24, -3.45, 0.93]],
  "lowdin_charge": [-0.14, -0.33, -0.14, 0.08, 0.07, 0.06, 0.09, 0.10, 0.07, 0.06, 0.07, -0.18, -0.17, 0.06, 0.05, 0.06, 0.06, 0.06, 0.06],
  "charge": 0,
  "smiles": "CCC.CC",
  "orbital_gap_ha": 0.4546,
  "e_lumo_ha": 0.0409
}


--- iii ---
{
  "formula": "C5H14",
  "method": "ωB97M-V with the def2-TZVPD basis set",
  "species": ["C", "C", "C", "H", "H", "H", "H", "H", "H", "H", "H", "C", "C", "H", "H", "H", "H", "H", "H"],
  "positions_angstrom": [[-0.26, -0.25, 1.42], [-1.56, 0.59, 1.56], [-1.29, 2.06, 1.29], [0.53, 0.31, 0.91], [-0.41, -1.15, 0.83], [0.30, -0.34, 2.36], [-2.28, 0.14, 0.87], [-1.92, 0.52, 2.58], [-0.60, 2.32, 2.10], [-0.79, 2.28, 0.34], [-2.11, 2.79, 1.21], [1.83, -1.01, -1.41], [0.72, -1.40, -2.41], [2.82, -1.36, -1.67], [2.02, 0.06, -1.61], [1.59, -1.31, -0.39], [0.80, -0.67, -3.21], [-0.23, -1.23, -1.93], [0.83, -2.39, -2.85]],
  "lowdin_charge": [-0.13, -0.31, -0.14, 0.05, 0.06, 0.07, 0.09, 0.09, 0.07, 0.07, 0.07, -0.17, -0.16, 0.06, 0.07, 0.04, 0.05, 0.05, 0.06],
  "charge": 0,
  "smiles": "CCC.CC",
  "orbital_gap_ha": 0.4593,
  "e_lumo_ha": 0.0413
}


Going by the energies, ii is most stable and the next is 0.0113 hartree up.


--- i ---
{
  "formula": "C6H10",
  "method": "ωB97M-V with the def2-TZVPD basis set",
  "species": ["C", "C", "C", "C", "C", "C", "H", "H", "H", "H", "H", "H", "H", "H", "H", "H"],
  "positions_angstrom": [[-0.79, 0.05, 1.32], [-1.29, 0.81, 0.35], [-0.50, 1.15, -0.91], [0.41, -0.03, -1.26], [1.23, -0.46, -0.03], [0.35, -0.88, 1.14], [-1.46, -0.11, 2.16], [-2.28, 0.38, 0.38], [0.12, 2.06, -0.78], [-1.17, 1.40, -1.74], [-0.21, -0.87, -1.60], [1.08, 0.22, -2.09], [1.83, 0.39, 0.31], [1.92, -1.27, -0.29], [0.88, -0.98, 2.09], [-0.11, -1.87, 0.93]],
  "lowdin_charge": [-0.14, -0.12, -0.20, -0.21, -0.21, -0.21, 0.10, 0.10, 0.11, 0.10, 0.11, 0.10, 0.11, 0.11, 0.10, 0.13],
  "charge": 0,
  "smiles": "C1=CCCCC1",
  "orbital_gap_ha": 0.3470,
  "e_lumo_ha": 0.0377
}


--- ii ---
{
  "formula": "C6H10",
  "method": "ωB97M-V with the def2-TZVPD basis set",
  "species": ["C", "C", "C", "C", "C", "C", "H", "H", "H", "H", "H", "H", "H", "H", "H", "H"],
  "positions_angstrom": [[1.16, -0.63, -1.65], [1.18, 0.53, -1.01], [0.94, 0.62, 0.50], [-0.55, 0.25, 0.63], [-1.25, 0.67, -0.43], [-1.06, -0.76, 1.61], [1.10, -1.57, -1.09], [1.09, -0.71, -2.73], [1.18, 1.47, -1.57], [1.24, 1.58, 0.94], [1.54, -0.15, 1.00], [-0.90, 1.59, -0.83], [-2.03, 0.15, -0.97], [-0.77, -0.50, 2.63], [-2.16, -0.77, 1.57], [-0.68, -1.76, 1.39]],
  "lowdin_charge": [-0.02, -0.21, -0.15, -0.37, 0.01, -0.07, 0.07, 0.06, 0.10, 0.11, 0.11, 0.06, 0.08, 0.08, 0.08, 0.08],
  "charge": 0,
  "smiles": "C=CCC(=C)C",
  "orbital_gap_ha": 0.3428,
  "e_lumo_ha": 0.0424
}


--- iii ---
{
  "formula": "C6H10",
  "method": "ωB97M-V with the def2-TZVPD basis set",
  "species": ["C", "C", "C", "C", "C", "C", "H", "H", "H", "H", "H", "H", "H", "H", "H", "H"],
  "positions_angstrom": [[2.66, 0.77, -0.17], [1.75, -0.30, 0.13], [0.66, -0.80, 0.29], [-0.80, -0.71, 0.41], [-1.43, -1.14, -0.92], [-1.23, 0.74, 0.76], [3.55, 0.99, 0.41], [2.89, 0.86, -1.26], [1.86, 1.37, 0.35], [-1.15, -1.38, 1.21], [-1.11, -0.47, -1.72], [-2.52, -1.11, -0.86], [-1.11, -2.16, -1.17], [-0.94, 1.44, -0.03], [-2.32, 0.80, 0.87], [-0.77, 1.09, 1.70]],
  "lowdin_charge": [-0.09, -0.12, -0.05, -0.44, -0.09, -0.08, 0.07, 0.09, 0.10, 0.13, 0.08, 0.08, 0.08, 0.08, 0.08, 0.08],
  "charge": 0,
  "smiles": "CC#CC(C)C",
  "orbital_gap_ha": 0.3642,
  "e_lumo_ha": 0.0366
}


--- iv ---
{
  "formula": "C6H10",
  "method": "ωB97M-V with the def2-TZVPD basis set",
  "species": ["C", "C", "C", "C", "C", "C", "H", "H", "H", "H", "H", "H", "H", "H", "H", "H"],
  "positions_angstrom": [[0.47, 2.09, -1.33], [-0.70, 1.49, -1.24], [-0.83, 0.01, -0.93], [0.23, -0.55, -0.01], [-0.12, -1.28, 1.03], [0.78, -1.57, 2.21], [1.40, 1.53, -1.37], [0.67, 3.14, -1.49], [-1.62, 2.06, -1.17], [-1.76, -0.11, -0.35], [-1.05, -0.52, -1.87], [1.28, -0.46, -0.26], [-1.13, -1.69, 1.14], [1.55, -2.36, 2.15], [1.29, -0.64, 2.46], [0.22, -1.82, 3.10]],
  "lowdin_charge": [-0.01, -0.18, -0.21, -0.14, -0.17, -0.11, 0.05, 0.05, 0.09, 0.10, 0.11, 0.11, 0.10, 0.07, 0.07, 0.06],
  "charge": 0,
  "smiles": "C=CC/C=C/C",
  "orbital_gap_ha": 0.3832,
  "e_lumo_ha": 0.0461
}


Going by the energies, i is most stable and the next is 0.0039 hartree up.


--- i ---
{
  "formula": "CH9N3P",
  "method": "ωB97M-V with the def2-TZVPD basis set",
  "species": ["C", "N", "N", "N", "P", "H", "H", "H", "H", "H", "H", "H", "H", "H"],
  "positions_angstrom": [[-1.74, -0.32, -0.04], [-2.99, -0.28, 0.37], [-0.95, 0.67, 0.04], [1.96, 0.36, -0.69], [3.42, -0.04, 0.37], [-3.45, 0.59, 0.48], [-3.63, -1.00, 0.16], [0.11, 0.39, -0.23], [-1.04, 1.53, 0.55], [-1.34, -1.40, -0.40], [2.06, 1.26, -1.07], [1.68, -0.35, -1.34], [3.40, -1.42, 0.38], [2.53, 0.03, 1.42]],
  "lowdin_charge": [-0.23, 0.18, 0.16, -0.33, 0.78, 0.13, 0.12, 0.12, 0.15, 0.22, -0.01, 0.01, -0.14, -0.15],
  "charge": 1,
  "orbital_gap_ha": 0.3450,
  "e_lumo_ha": -0.1232
}


--- ii ---
{
  "formula": "CH9N3P",
  "method": "ωB97M-V with the def2-TZVPD basis set",
  "species": ["C", "N", "N", "N", "P", "H", "H", "H", "H", "H", "H", "H", "H", "H"],
  "positions_angstrom": [[0.24, -1.18, -0.10], [-1.06, -0.96, -0.08], [0.93, -2.33, 0.02], [-1.72, 1.86, 0.11], [2.00, 1.11, -0.06], [-1.70, -1.69, -0.25], [-1.50, 0.05, -0.14], [1.87, -2.27, 0.34], [0.42, -3.21, 0.29], [-2.63, 2.18, -0.07], [-1.64, 1.36, 0.99], [-1.04, 2.61, 0.05], [2.44, 1.55, -1.27], [3.40, 0.90, 0.18]],
  "lowdin_charge": [-0.24, 0.12, 0.11, 0.04, 0.80, 0.11, 0.10, 0.09, 0.16, 0.03, 0.03, 0.03, -0.21, -0.17],
  "charge": 1,
  "orbital_gap_ha": [0.3032, 0.2725],
  "e_lumo_ha": [-0.2081, -0.2214]
}


Going by the energies, i is most stable and the next is 0.0987 hartree up.